Formula: C3H7N3S2
Source: the OMol25 dataset
Level of theory: wB97M-V/def2-TZVPD

The energy above the lowest of the compared OMol25 structures with the same formula, charge and spin is 98.78 kcal/mol. For the HOMO energy, the calculation gives -8.6 eV. As for the largest force on an atom: 0.098 Eh/bohr. The structure (SMILES) is C/C(=N/N)S/C=N/S. The calculation puts the orbital gap at 8.9 eV.

ORCA input file:
```
! wB97M-V def2-TZVPD RIJCOSX def2/J DEFGRID3
* xyz 0 1
C 3.03 -0.90 0.83
C 1.93 -0.14 0.05
N 2.01 1.14 0.11
N 1.00 2.02 -0.18
S 0.70 -0.88 -0.73
C -0.79 -0.18 0.19
N -1.86 -0.56 -0.35
S -3.23 0.07 0.43
H 3.20 -1.81 0.08
H 2.84 -1.34 1.85
H 3.95 -0.17 0.96
H 1.50 2.77 -0.52
H 0.44 1.78 -1.06
H -0.50 0.55 0.91
H -4.13 0.29 -0.84
*
```

Charges obtained by natural (NBO) population analysis, quoted in units of e: atom 1 (C): -0.641, atom 2 (C): -0.061, atom 3 (N): -0.235, atom 4 (N): -0.621, atom 5 (S): 0.244, atom 6 (C): 0.001, atom 7 (N): -0.567, atom 8 (S): 0.137, atom 9 (H): 0.213, atom 10 (H): 0.236, atom 11 (H): 0.242, atom 12 (H): 0.361, atom 13 (H): 0.328, atom 14 (H): 0.214, atom 15 (H): 0.146

Formula: C28H35As2HfO5S4
Source: the OMol25 dataset
Level of theory: wB97M-V/def2-TZVPD

The energy above the lowest of the compared OMol25 structures with the same formula, charge and spin is 0.00 kcal/mol. For the HOMO energy, the calculation gives -10.2 eV. As for the largest force on an atom: 0.056 Eh/bohr. The calculation puts the orbital gap at 7.6 eV.

ORCA input file:
```
! wB97M-V def2-TZVPD RIJCOSX def2/J DEFGRID3
* xyz 1 1
Hf -3.22 -0.84 1.06
C -3.42 2.24 0.50
C -2.13 2.31 1.41
O -1.72 0.95 1.72
C -1.32 0.72 3.09
C -0.60 -0.63 3.19
O -1.42 -1.52 2.48
C -0.83 -2.83 2.50
C -1.84 -3.74 1.80
O -2.28 -3.03 0.59
C -1.30 -3.18 -0.48
C -1.75 -2.28 -1.53
O -1.94 -0.96 -1.03
C -2.49 -0.17 -2.07
C -2.84 1.17 -1.49
O -3.37 0.98 -0.18
H -3.51 3.01 -0.24
H -4.36 2.10 1.09
H -2.29 2.92 2.32
H -1.33 2.63 0.78
H -2.27 0.66 3.70
H -0.63 1.48 3.40
H -0.51 -0.95 4.22
H 0.38 -0.62 2.72
H -0.81 -3.19 3.51
H 0.15 -2.81 2.09
H -2.79 -3.82 2.36
H -1.34 -4.66 1.57
H -1.30 -4.23 -0.77
H -0.29 -2.97 -0.11
H -2.73 -2.59 -1.83
H -1.05 -2.31 -2.39
H -3.40 -0.65 -2.39
H -1.82 -0.02 -2.95
H -3.58 1.71 -2.12
H -1.93 1.75 -1.36
S -7.11 0.66 0.84
As -6.40 -1.10 1.58
S -4.44 -0.34 3.00
S -4.96 -1.94 -0.05
S -7.25 -2.73 2.36
C 0.43 1.39 -4.45
C 0.10 2.20 -3.35
C 0.55 1.80 -2.09
C 1.27 0.63 -1.88
C 1.50 -0.16 -2.98
C 1.10 0.22 -4.26
As 1.75 0.08 -0.09
C 2.50 1.77 0.50
C 2.31 2.17 1.85
C 2.77 3.40 2.23
C 3.51 4.20 1.35
C 3.76 3.73 0.09
C 3.21 2.54 -0.39
C 3.41 -0.86 -0.47
C 4.35 -0.50 -1.47
C 5.58 -1.21 -1.58
C 5.89 -2.25 -0.73
C 4.97 -2.59 0.26
C 3.74 -1.92 0.38
H 0.25 1.70 -5.45
H -0.48 3.11 -3.49
H 0.40 2.52 -1.28
H 2.08 -1.07 -2.86
H 1.35 -0.40 -5.12
H 1.98 1.40 2.57
H 2.60 3.71 3.30
H 3.75 5.22 1.64
H 4.39 4.37 -0.55
H 3.33 2.33 -1.46
H 4.29 0.39 -2.12
H 6.32 -0.89 -2.30
H 6.88 -2.70 -0.78
H 5.20 -3.44 0.93
H 2.99 -2.06 1.17
*
```

Charges obtained by Löwdin population analysis, quoted in units of e: atom 1 (Hf): 1.073, atom 2 (C): -0.114, atom 3 (C): -0.079, atom 4 (O): -0.288, atom 5 (C): -0.169, atom 6 (C): -0.164, atom 7 (O): -0.281, atom 8 (C): -0.131, atom 9 (C): -0.086, atom 10 (O): -0.312, atom 11 (C): -0.143, atom 12 (C): -0.181, atom 13 (O): -0.236, atom 14 (C): -0.166, atom 15 (C): -0.123, atom 16 (O): -0.331, atom 17 (H): 0.134, atom 18 (H): 0.103, atom 19 (H): 0.157, atom 20 (H): 0.108, atom 21 (H): 0.077, atom 22 (H): 0.127, atom 23 (H): 0.150, atom 24 (H): 0.098, atom 25 (H): 0.140, atom 26 (H): 0.120, atom 27 (H): 0.156, atom 28 (H): 0.139, atom 29 (H): 0.158, atom 30 (H): 0.133, atom 31 (H): 0.112, atom 32 (H): 0.162, atom 33 (H): 0.123, atom 34 (H): 0.152, atom 35 (H): 0.167, atom 36 (H): 0.108, atom 37 (S): -0.009, atom 38 (As): -0.378, atom 39 (S): 0.118, atom 40 (S): 0.137, atom 41 (S): 0.039, atom 42 (C): -0.083, atom 43 (C): -0.066, atom 44 (C): -0.154, atom 45 (C): -0.434, atom 46 (C): -0.121, atom 47 (C): -0.076, atom 48 (As): 1.329, atom 49 (C): -0.407, atom 50 (C): -0.127, atom 51 (C): -0.094, atom 52 (C): -0.080, atom 53 (C): -0.078, atom 54 (C): -0.115, atom 55 (C): -0.411, atom 56 (C): -0.089, atom 57 (C): -0.071, atom 58 (C): -0.086, atom 59 (C): -0.082, atom 60 (C): -0.138, atom 61 (H): 0.100, atom 62 (H): 0.111, atom 63 (H): 0.102, atom 64 (H): 0.098, atom 65 (H): 0.116, atom 66 (H): 0.090, atom 67 (H): 0.123, atom 68 (H): 0.111, atom 69 (H): 0.121, atom 70 (H): 0.111, atom 71 (H): 0.098, atom 72 (H): 0.103, atom 73 (H): 0.111, atom 74 (H): 0.114, atom 75 (H): 0.073

Formula: C17H36F15O21S11Zn3
Source: the OMol25 dataset
Level of theory: wB97M-V/def2-TZVPD

For the HOMO energy (alpha / beta), the calculation gives -12.8 / -12.7 eV. As for the largest force on an atom: 0.076 Eh/bohr. The calculation puts the orbital gap (alpha / beta) at 8.3 / 2.4 eV.

ORCA input file:
```
! wB97M-V def2-TZVPD RIJCOSX def2/J DEFGRID3
* xyz 2 2
Zn -0.27 -2.31 -2.46
Zn -2.71 -1.87 1.71
Zn 3.23 -0.31 0.57
C -4.57 -3.09 -2.24
F -4.29 -3.39 -3.58
F -5.80 -2.50 -2.28
F -4.56 -4.14 -1.44
S -3.41 -1.70 -1.63
O -3.34 -1.90 -0.14
O -2.16 -1.89 -2.36
O -4.02 -0.40 -2.02
C -0.42 1.57 -0.42
F -0.67 2.28 0.62
F -1.47 1.65 -1.26
F 0.65 2.02 -1.07
S -0.04 -0.30 0.12
O 0.05 -0.98 -1.14
O 1.26 -0.32 0.83
O -1.14 -0.82 0.95
C -0.72 -5.97 0.63
F -1.99 -6.36 0.61
F -0.27 -6.20 1.85
F -0.07 -6.70 -0.34
S -0.61 -4.04 0.34
O 0.72 -3.68 0.86
O -0.77 -3.73 -1.11
O -1.61 -3.40 1.20
C 2.04 2.77 3.45
F 0.94 2.87 2.77
F 2.15 3.82 4.28
F 2.26 1.66 4.15
S 3.36 2.87 1.97
O 3.14 4.11 1.24
O 4.71 2.80 2.64
O 3.12 1.70 1.09
C 3.65 -4.53 -1.54
F 4.84 -4.56 -0.90
F 3.88 -5.06 -2.76
F 2.77 -5.30 -0.85
S 3.00 -2.66 -1.65
O 3.11 -2.10 -0.27
O 3.92 -2.03 -2.59
O 1.64 -2.74 -2.15
C 3.69 -3.42 2.39
S 3.56 -1.89 3.40
O 3.53 -0.72 2.41
C 1.76 -1.93 3.89
H 4.17 -4.22 2.95
H 4.33 -3.14 1.56
H 2.74 -3.75 1.95
H 1.66 -2.64 4.71
H 1.09 -2.22 3.09
H 1.44 -0.94 4.23
C 5.20 0.89 -2.76
S 3.41 1.17 -2.40
O 2.88 0.37 -1.19
C 3.46 2.89 -1.69
H 5.49 -0.11 -2.45
H 5.78 1.68 -2.28
H 5.33 1.01 -3.84
H 3.97 3.52 -2.41
H 4.12 2.93 -0.82
H 2.43 3.24 -1.60
C -0.18 7.17 -2.18
S -0.56 6.71 -0.39
O -2.07 6.43 -0.23
C 0.45 5.14 -0.50
H -0.80 6.56 -2.84
H 0.90 7.00 -2.20
H -0.36 8.23 -2.35
H 1.43 5.31 -0.95
H -0.10 4.40 -1.09
H 0.51 4.65 0.47
C -3.40 -0.46 5.04
S -1.58 -0.80 4.72
O -1.53 -1.42 3.30
C -0.87 0.91 4.56
H -3.85 0.23 4.33
H -3.60 -0.09 6.05
H -3.87 -1.45 5.01
H 0.09 0.84 4.05
H -0.68 1.29 5.57
H -1.49 1.65 4.04
C -3.64 2.75 2.00
S -4.02 1.17 1.08
O -3.40 -0.01 1.76
C -5.79 1.20 1.52
H -2.60 3.00 1.82
H -3.88 2.62 3.05
H -4.24 3.57 1.60
H -5.92 0.68 2.47
H -6.42 0.63 0.84
H -6.15 2.22 1.63
C -2.08 0.10 -5.09
S -0.33 -0.31 -5.23
O -0.07 -1.26 -4.06
C -0.52 -1.56 -6.64
H -2.56 -0.82 -4.75
H -2.41 0.39 -6.08
H -2.20 0.92 -4.38
H -1.13 -2.40 -6.31
H 0.43 -1.92 -7.01
H -1.10 -1.08 -7.43
*
```

These are the Löwdin partial charges, in e, on atoms 1 to 99: atom 1 (Zn): 0.640, atom 2 (Zn): 0.731, atom 3 (Zn): 0.642, atom 4 (C): -0.541, atom 5 (F): 0.098, atom 6 (F): 0.113, atom 7 (F): 0.174, atom 8 (S): 0.677, atom 9 (O): -0.357, atom 10 (O): -0.351, atom 11 (O): -0.290, atom 12 (C): -0.611, atom 13 (F): 0.171, atom 14 (F): 0.151, atom 15 (F): 0.120, atom 16 (S): 0.684, atom 17 (O): -0.307, atom 18 (O): -0.318, atom 19 (O): -0.335, atom 20 (C): -0.578, atom 21 (F): 0.150, atom 22 (F): 0.165, atom 23 (F): 0.133, atom 24 (S): 0.677, atom 25 (O): -0.302, atom 26 (O): -0.322, atom 27 (O): -0.330, atom 28 (C): -0.603, atom 29 (F): 0.168, atom 30 (F): 0.186, atom 31 (F): 0.159, atom 32 (S): 0.688, atom 33 (O): -0.142, atom 34 (O): -0.056, atom 35 (O): -0.261, atom 36 (C): -0.535, atom 37 (F): 0.129, atom 38 (F): 0.137, atom 39 (F): 0.120, atom 40 (S): 0.649, atom 41 (O): -0.362, atom 42 (O): -0.285, atom 43 (O): -0.306, atom 44 (C): -0.198, atom 45 (S): 1.026, atom 46 (O): -0.602, atom 47 (C): -0.195, atom 48 (H): 0.070, atom 49 (H): 0.042, atom 50 (H): 0.037, atom 51 (H): 0.068, atom 52 (H): 0.042, atom 53 (H): 0.023, atom 54 (C): -0.191, atom 55 (S): 1.013, atom 56 (O): -0.613, atom 57 (C): -0.207, atom 58 (H): 0.052, atom 59 (H): 0.056, atom 60 (H): 0.066, atom 61 (H): 0.067, atom 62 (H): 0.042, atom 63 (H): 0.027, atom 64 (C): -0.222, atom 65 (S): 0.872, atom 66 (O): -0.579, atom 67 (C): -0.278, atom 68 (H): 0.059, atom 69 (H): 0.032, atom 70 (H): 0.050, atom 71 (H): 0.040, atom 72 (H): 0.038, atom 73 (H): 0.021, atom 74 (C): -0.196, atom 75 (S): 0.999, atom 76 (O): -0.586, atom 77 (C): -0.199, atom 78 (H): 0.033, atom 79 (H): 0.065, atom 80 (H): 0.058, atom 81 (H): 0.013, atom 82 (H): 0.069, atom 83 (H): 0.052, atom 84 (C): -0.199, atom 85 (S): 0.953, atom 86 (O): -0.590, atom 87 (C): -0.205, atom 88 (H): 0.031, atom 89 (H): 0.058, atom 90 (H): 0.071, atom 91 (H): 0.059, atom 92 (H): 0.065, atom 93 (H): 0.063, atom 94 (C): -0.218, atom 95 (S): 0.991, atom 96 (O): -0.588, atom 97 (C): -0.186, atom 98 (H): 0.054, atom 99 (H): 0.065

Formula: C5H6O8S2
Source: the OMol25 dataset
Level of theory: wB97M-V/def2-TZVPD

The energy above the lowest of the compared OMol25 structures with the same formula, charge and spin is 68.04 kcal/mol. For the HOMO energy, the calculation gives -1.0 eV. As for the largest force on an atom: 0.068 Eh/bohr. The calculation puts the orbital gap at 6.7 eV.

ORCA input file:
```
! wB97M-V def2-TZVPD RIJCOSX def2/J DEFGRID3
* xyz -2 1
C -0.57 -0.06 -1.38
C 0.51 0.64 -1.69
C -0.56 -1.48 -0.91
C 0.35 1.85 -2.55
C -0.91 -0.25 1.32
O -0.70 1.88 3.01
O 1.91 -0.65 0.92
O -1.46 -2.13 -1.42
O 0.67 -0.22 3.09
O -1.61 -0.06 4.05
O 0.34 -2.06 -0.22
O 0.56 -2.51 2.14
O 1.82 0.21 -1.60
S -0.71 0.42 3.00
S 0.60 -1.20 1.42
H -1.56 0.37 -1.61
H 0.42 1.68 -3.74
H -0.57 2.31 -2.50
H 1.16 2.53 -2.26
H -1.47 -1.15 1.53
H 1.77 -0.13 -0.60
*
```

Charges obtained by natural (NBO) population analysis, quoted in units of e: atom 1 (C): -0.346, atom 2 (C): 0.278, atom 3 (C): 0.766, atom 4 (C): -0.622, atom 5 (C): -1.064, atom 6 (O): -1.014, atom 7 (O): -0.987, atom 8 (O): -0.680, atom 9 (O): -0.963, atom 10 (O): -1.016, atom 11 (O): -0.696, atom 12 (O): -0.961, atom 13 (O): -0.757, atom 14 (S): 2.330, atom 15 (S): 2.218, atom 16 (H): 0.211, atom 17 (H): 0.167, atom 18 (H): 0.200, atom 19 (H): 0.202, atom 20 (H): 0.205, atom 21 (H): 0.529